Record 1
58
Properties=species:S:1:pos:R:3 method="wB97M-V/def2-TZVPD" de_lowest_kj_mol=21.47 charge=+1
Cs -1.724 -17.318 11.305
Cs -5.070 -16.533 16.923
Cs -2.843 -10.916 13.267
S 2.756 -10.216 16.998
S -0.391 -19.518 20.568
S 6.429 -13.711 9.017
O 7.788 -14.200 8.712
O 1.412 -9.990 16.375
O -0.824 -20.863 20.525
O 6.063 -12.337 8.847
O 3.492 -9.183 17.685
O -1.367 -18.387 20.372
C 5.159 -14.778 8.201
C 1.701 -18.394 21.813
C 2.619 -11.623 18.251
C 0.503 -19.176 22.210
C 1.166 -19.193 19.481
C 4.149 -12.118 18.187
C 4.485 -15.638 9.297
C 4.426 -14.757 10.595
C 3.833 -11.207 15.860
C 4.434 -12.365 16.730
C 5.888 -14.234 10.763
C 2.324 -18.947 20.508
B -3.422 -13.339 9.210
B -0.663 -14.821 14.904
H 0.846 -20.167 22.506
H 1.343 -17.380 21.635
H -0.907 -14.134 15.699
H 3.700 -13.969 10.394
H -0.207 -18.721 22.901
H 4.256 -13.099 18.650
H 4.470 -14.019 7.831
H -2.496 -12.884 8.894
H 2.388 -18.221 22.641
H 4.850 -11.359 18.531
H 3.076 -18.306 20.048
H -3.725 -14.206 8.643
H 5.524 -12.349 16.727
H 6.421 -15.141 11.048
H 2.998 -11.594 15.276
H 4.311 -10.464 15.222
H 6.139 -13.492 11.522
H -3.298 -13.611 10.246
H -1.633 -15.114 14.532
H -0.154 -14.264 14.133
H 2.847 -19.870 20.758
H -4.247 -12.646 9.163
H 2.193 -11.232 19.175
H 1.985 -12.401 17.826
H -0.140 -15.698 15.253
H 1.290 -19.968 18.725
H 5.070 -16.491 9.642
H 0.976 -18.310 18.871
H 4.123 -13.372 16.449
H 3.479 -15.970 9.041
H 5.619 -15.486 7.513
H 3.939 -15.287 11.414

***

Record 2
59
Properties=species:S:1:pos:R:3 method="wB97M-V/def2-TZVPD" energy_ev=-146267.617
Nb 5.360 -1.853 -1.478
Br -0.927 -2.351 -0.134
Ca 6.013 -0.072 -4.330
Cl 1.087 -2.984 1.088
Cl 1.788 -1.150 -1.498
O 9.093 -0.656 -2.221
O -7.877 0.678 3.762
O 5.413 0.090 -0.625
O -3.145 2.082 -2.309
O -6.822 1.465 1.097
O 4.754 0.037 1.402
N 11.318 -0.941 -2.012
N 4.364 0.094 0.247
N 10.265 0.681 -0.837
N -0.829 0.389 -2.105
C 3.965 -3.767 1.366
C -6.354 2.686 1.658
C -9.074 1.397 3.485
C -4.331 1.548 -1.743
C 10.157 -0.326 -1.722
C 2.880 -2.903 0.492
C 3.233 -2.056 -0.688
C -1.261 1.172 -0.938
C -6.395 0.325 1.850
C -1.961 0.244 0.051
C -2.120 2.388 -1.358
C -7.534 -0.229 2.710
H 4.874 -4.186 0.760
H -6.578 2.753 2.726
H -5.162 1.781 -2.414
H -7.196 -1.154 3.186
H -6.854 3.513 1.146
H -1.236 -0.437 0.511
H -1.462 3.110 -1.856
H 12.204 -0.684 -1.612
H -0.280 0.992 -2.717
H 3.375 -4.722 1.773
H 11.281 -1.705 -2.675
H 5.246 -3.581 -2.080
H -5.275 2.777 1.499
H -2.437 0.814 0.855
H 7.071 -1.697 -2.138
H -4.257 0.462 -1.677
H -8.412 -0.468 2.096
H -1.665 0.181 -2.657
H 6.117 -2.485 0.067
H 4.667 -1.226 -3.035
H -6.098 -0.440 1.126
H -9.936 0.727 3.562
H -4.551 1.977 -0.760
H -2.541 2.905 -0.486
H -9.048 1.854 2.492
H -2.724 -0.380 -0.423
H 11.132 0.967 -0.415
H -9.179 2.190 4.229
H -0.367 1.562 -0.436
H -5.520 0.565 2.464
H 4.335 -3.124 2.272
H 9.414 1.170 -0.590

***

Record 3
50
Properties=species:S:1:pos:R:3 method="wB97M-V/def2-TZVPD" spin_multiplicity=2 energy_ev=-24517.901 s_squared=0.754 charge=+1
Rb 6.064 -20.547 17.355
F 7.090 -18.455 15.528
O 8.727 -17.154 13.785
O 7.004 -16.683 17.875
O 4.316 -18.840 15.817
O 8.013 -21.077 15.093
C 5.952 -14.915 19.003
C 5.770 -16.183 18.201
C 3.516 -18.874 13.668
C 6.498 -21.360 13.200
C 8.476 -15.797 13.378
C 5.032 -17.233 19.048
C 7.795 -15.073 14.566
C 8.999 -21.113 12.937
C 4.072 -16.731 14.647
C 3.505 -18.093 14.943
C 9.915 -15.183 13.249
C 7.883 -21.693 13.803
H 9.951 -21.370 13.403
H 5.622 -17.595 19.890
H 8.347 -15.075 15.506
H 6.712 -15.001 19.780
H 3.112 -19.882 13.758
H 4.125 -16.917 19.563
H 10.379 -15.556 12.336
H 3.037 -18.276 12.893
H 3.422 -16.147 13.996
H 8.158 -17.411 14.515
H 6.553 -20.340 12.822
H 9.045 -20.029 12.841
H 5.722 -21.390 13.965
H 7.740 -14.020 14.291
H 6.232 -21.972 12.338
H 6.808 -15.437 14.852
H 9.777 -14.113 13.092
H 10.508 -15.350 14.148
H 6.145 -14.017 18.417
H 4.757 -18.035 18.362
H 9.017 -21.593 11.959
H 7.603 -20.209 15.070
H 6.950 -17.168 17.048
H 7.819 -15.646 12.522
H 8.013 -22.772 13.875
H 5.222 -18.575 15.643
H 5.094 -16.754 14.268
H 4.132 -16.071 15.513
H 5.140 -15.894 17.360
H 2.535 -18.007 15.435
H 4.551 -18.909 13.326
H 5.049 -14.607 19.531

***

Record 4
51
Properties=species:S:1:pos:R:3 method="wB97M-V/def2-TZVPD" de_lowest_kj_mol=490.12 charge=+1
Rb -14.174 12.823 25.890
Rb -19.805 13.299 26.741
F -16.837 15.614 26.787
O -16.951 16.073 22.995
O -14.149 19.073 25.887
O -15.201 15.069 31.440
O -19.973 17.960 28.288
C -20.093 19.206 28.900
C -16.187 15.548 33.621
C -16.700 17.138 22.119
C -17.967 18.116 22.140
C -15.035 15.791 32.654
C -14.237 21.064 27.019
C -14.662 20.362 25.739
C -16.459 16.536 20.630
C -21.476 19.218 29.473
C -19.039 19.420 29.972
C -14.071 21.006 24.544
C -14.883 17.205 32.287
H -18.814 17.712 21.585
H -14.257 20.625 23.540
H -19.190 20.406 30.413
H -17.119 15.747 33.093
H -15.770 15.522 30.813
H -17.730 19.065 21.659
H -19.118 17.937 27.853
H -15.738 20.191 25.732
H -15.772 15.690 20.606
H -18.952 18.679 30.766
H -15.733 17.580 22.356
H -14.027 17.334 31.625
H -14.394 22.045 24.481
H -16.281 14.541 34.029
H -12.988 20.904 24.470
H -16.015 17.256 19.943
H -15.961 16.179 34.480
H -18.073 19.435 29.467
H -15.812 17.518 31.810
H -22.302 18.962 28.810
H -13.158 21.219 27.005
H -17.431 16.178 20.292
H -14.723 22.038 27.082
H -20.238 19.953 28.119
H -18.317 18.288 23.158
H -21.694 20.171 29.954
H -14.697 17.806 33.177
H -21.537 18.553 30.335
H -14.130 15.487 33.180
H -14.828 18.426 26.092
H -16.792 16.282 23.918
H -14.559 20.622 27.962

***

Record 5
57
Properties=species:S:1:pos:R:3 method="wB97M-V/def2-TZVPD" energy_ev=-36338.145 charge=-1
Y -13.875 -5.559 20.493
O -13.729 -2.740 21.791
O -12.530 -7.145 18.276
O -15.594 -9.009 20.500
O -13.227 -6.124 23.522
O -13.088 -3.117 17.732
O -10.348 -4.648 21.322
O -16.512 -5.021 22.038
O -16.967 -5.578 18.260
N -18.868 -4.486 17.678
N -11.596 -1.586 16.967
N -8.708 -3.422 22.367
N -17.246 -10.427 19.790
C -9.575 -2.930 23.459
C -9.196 -4.225 21.437
C -11.585 -0.771 18.148
C -17.961 -10.381 21.036
C -7.396 -2.844 22.240
C -10.731 -1.211 15.826
C -17.691 -11.472 18.793
C -18.299 -3.209 17.425
C -12.400 -2.626 16.795
C -16.041 -9.836 19.692
C -20.342 -4.342 17.665
C -18.227 -5.577 18.096
H -11.902 -7.834 17.983
H -17.876 -9.460 21.612
H -19.010 -2.598 16.870
H -12.723 -6.667 24.159
H -15.469 -10.265 18.855
H -9.643 -1.172 15.876
H -17.453 -3.393 16.763
H -7.065 -2.539 21.247
H -17.416 -4.778 22.319
H -10.470 -3.497 23.714
H -20.728 -3.603 18.367
H -8.989 -2.970 24.377
H -10.875 -0.171 15.533
H -20.852 -5.268 17.930
H -6.766 -3.647 22.623
H -17.919 -2.760 18.343
H -17.449 -11.127 21.645
H -17.062 -11.590 17.911
H -12.413 -0.990 18.823
H -10.990 -1.681 14.877
H -11.732 0.299 17.997
H -18.966 -6.373 18.277
H -18.754 -11.524 18.557
H -8.406 -4.557 20.746
H -12.320 -2.979 15.756
H -7.213 -2.022 22.932
H -13.748 -1.778 21.624
H -9.862 -1.911 23.200
H -20.673 -4.071 16.663
H -10.753 -0.897 18.841
H -17.439 -12.436 19.235
H -19.004 -10.648 20.866

***

Record 6
72
Properties=species:S:1:pos:R:3 method="wB97M-V/def2-TZVPD" spin_multiplicity=2 energy_ev=-74590.024 s_squared=0.778 charge=+1
S 0.673 -0.528 -0.848
O -0.323 -1.707 -0.240
O 3.567 -2.789 -1.677
O -3.307 1.816 2.470
O -0.317 0.640 -0.234
O 4.883 -3.496 -3.280
O -6.212 -1.066 -3.007
O -4.108 -0.633 -3.220
O -1.028 -2.423 -5.027
O -0.032 -0.117 4.961
O 0.622 -0.531 -2.300
O -1.297 1.257 2.956
O 1.195 -1.883 5.514
O -6.476 2.217 0.581
O 2.001 -0.535 -0.253
O -1.663 -2.588 -2.920
O -4.848 0.784 0.110
O 1.569 3.897 4.055
O 6.647 2.570 -1.367
O 5.911 0.956 -0.081
N -5.033 -1.338 -2.842
N -1.001 -2.927 -3.876
N -5.782 1.541 -0.209
N 2.993 2.696 2.740
N 4.164 -2.656 -2.778
N 5.744 1.866 -0.898
N -2.466 1.361 3.205
N 0.740 -1.031 4.729
C 0.149 -3.813 -3.534
C -1.673 -1.262 -0.079
C 2.087 2.154 1.759
C 4.025 -1.291 -3.412
C 2.702 3.538 3.778
C 4.384 2.523 2.347
C -1.676 0.278 -0.373
C -4.770 -2.801 -2.459
C 4.409 2.345 -1.067
C -6.011 1.684 -1.665
C -2.828 0.852 4.491
C 0.861 -1.335 3.271
H -2.328 -1.823 -0.747
H -6.446 2.654 -1.905
H -2.192 0.745 0.466
H -0.022 -1.034 2.708
H -4.932 -3.423 -3.340
H -2.003 -1.487 0.935
H 3.005 -0.912 -3.468
H 4.551 3.102 1.439
H 2.082 2.807 0.886
H 4.375 3.295 -0.533
H 1.077 2.184 2.168
H 1.743 -0.875 2.825
H -3.865 1.143 4.655
H 4.613 -1.180 -4.323
H 5.001 2.964 3.130
H 3.661 1.708 -0.595
H -2.128 1.061 5.300
H 4.457 -0.615 -2.673
H 1.039 -2.411 3.264
H -3.841 -3.058 -1.950
H -2.920 -0.221 4.329
H -5.073 1.545 -2.204
H -1.998 0.570 -1.373
H 4.605 1.488 2.087
H 0.984 -3.594 -4.200
H 3.561 3.913 4.355
H 0.484 -3.476 -2.554
H -0.081 -4.869 -3.397
H 2.292 1.157 1.370
H -5.658 -3.095 -1.900
H -6.746 0.935 -1.959
H 4.231 2.576 -2.117

***

Record 7
61
Properties=species:S:1:pos:R:3 method="wB97M-V/def2-TZVPD" de_lowest_kj_mol=0.00 charge=+2
Sn -0.970 1.996 1.031
S 3.080 2.980 1.040
S -0.479 -1.427 -0.670
S -1.186 -1.585 3.036
S -2.879 2.481 -2.682
O 1.752 2.369 0.956
O -4.061 3.174 -3.029
O 0.503 -1.649 0.347
O -2.056 -2.517 2.407
O -1.074 -0.260 2.470
O -2.349 2.542 -1.337
O -1.713 3.009 -3.597
O -1.653 -1.345 4.515
O 0.226 -1.406 -2.066
O 3.660 3.606 -0.093
O 4.103 1.901 1.552
O -1.291 -0.226 -0.584
C 0.417 -2.320 3.271
C 1.552 -2.603 -3.711
C 3.061 4.109 2.409
C -2.068 -2.510 5.268
C 1.377 -2.311 -2.245
C 4.210 0.631 0.845
C -2.850 -2.090 6.482
C -0.775 3.790 -5.687
C -1.898 3.030 -5.025
C -1.538 -2.873 -0.797
C -3.051 0.770 -3.221
C 3.283 -0.407 1.473
H 2.819 3.599 3.338
H 2.244 -1.803 -1.828
H -2.863 3.444 -5.314
H 0.219 3.407 -5.451
H -1.292 -3.358 -1.738
H 1.454 -1.712 -4.329
H 0.712 -2.308 4.320
H -2.084 0.311 -3.028
H -1.364 -3.512 0.061
H -2.680 -3.180 4.658
H 1.204 -1.697 2.845
H 2.326 4.861 2.129
H -3.782 -1.612 6.175
H -2.333 -1.343 7.083
H 4.048 4.552 2.519
H 3.066 -1.208 0.769
H -2.552 -2.488 -0.870
H -1.271 -3.221 5.514
H -0.899 3.853 -6.764
H 5.252 0.378 1.026
H -1.853 2.026 -5.460
H -0.713 4.803 -5.280
H -3.096 -2.978 7.060
H -3.753 0.306 -2.533
H 0.810 -3.313 -4.080
H 3.781 -0.761 2.372
H 2.525 -3.066 -3.874
H 4.117 0.752 -0.235
H 1.181 -3.224 -1.682
H -3.336 0.877 -4.260
H 2.323 0.070 1.661
H 0.455 -3.312 2.836

***

Record 8
53
Properties=species:S:1:pos:R:3 method="wB97M-V/def2-TZVPD" de_lowest_kj_mol=0.00 charge=+2
I -0.114 -0.354 0.968
Cl -4.235 2.930 -3.796
S 3.568 1.046 0.722
P -2.492 2.845 -0.059
P -2.002 -0.677 -3.061
Al -3.002 1.778 -2.514
N 3.544 -1.705 1.103
N 2.530 -0.400 2.720
C 4.670 -2.336 1.852
C 1.639 -1.469 3.132
C -3.938 2.647 1.088
C -2.667 4.632 -0.558
C -0.446 -1.695 -2.844
C 3.260 -0.413 1.552
C -1.189 3.159 1.226
C 1.304 -1.539 4.596
C -3.227 -2.047 -2.852
C 5.103 -3.638 1.182
C 0.167 1.124 -0.970
C -1.852 -0.544 -4.907
H -0.150 1.723 -1.848
H -0.190 2.887 0.885
H -3.385 4.697 -1.379
H -4.772 2.243 0.513
H 4.332 -4.412 1.210
H 5.430 -3.525 0.144
H -0.884 -0.101 -5.152
H 3.723 -1.724 0.079
H -1.923 -1.496 -5.442
H 0.655 -1.400 2.564
H 4.326 -2.488 2.900
H 0.836 0.363 -1.379
H -2.633 0.128 -5.267
H 5.521 -1.604 1.883
H -4.216 -1.602 -2.726
H 2.206 0.563 2.939
H 2.028 -2.411 2.717
H -2.986 -2.597 -1.937
H -3.667 1.920 1.858
H -4.265 3.575 1.571
H 0.536 -0.835 4.917
H 0.572 1.861 -0.266
H -1.137 4.225 1.488
H -0.597 -2.498 -2.129
H -1.703 4.998 -0.921
H 0.948 -2.511 4.864
H -2.984 5.291 0.258
H -1.349 2.585 2.144
H 2.175 -1.252 5.132
H 0.356 -1.076 -2.465
H -0.111 -2.118 -3.786
H 5.969 -3.993 1.735
H -3.279 -2.762 -3.683